(1)
DFT (wB97M-V/def2-TZVPD) results for 13 unconnected molecules or ions with the total composition C52H104O39 at a distorted geometry.

Last column: Mulliken charge in e.
Atoms and positions in Å:
C1 -3.86 -7.87 -1.92  -1.056
C2 -3.73 -7.78 -0.37  -0.303
O1 -3.01 -6.63 -0.06  -0.139
C3 -2.74 -6.49 1.25  0.477
O2 -3.17 -7.14 2.15  -0.557
O3 -1.83 -5.45 1.37  -0.193
C4 -1.69 -4.95 2.76  -0.203
H1 -2.87 -7.88 -2.38  0.328
H2 -4.39 -7.00 -2.31  0.099
H3 -4.48 -8.72 -2.22  0.440
H4 -3.24 -8.69 -0.05  0.321
H5 -4.75 -7.83 0.06  0.308
H6 -2.62 -4.49 3.09  0.091
H7 -0.88 -4.19 2.70  0.023
H8 -1.39 -5.73 3.45  0.375
C5 2.22 -2.02 -10.12  -1.116
C6 1.22 -2.92 -9.41  -0.146
O4 0.79 -2.37 -8.20  -0.404
C7 1.56 -2.63 -7.16  0.796
O5 2.53 -3.34 -7.11  -0.575
O6 0.91 -2.05 -6.09  -0.360
C8 1.45 -2.19 -4.82  0.076
H9 3.21 -1.93 -9.67  0.283
H10 1.80 -1.02 -10.13  0.315
H11 2.41 -2.32 -11.17  0.354
H12 1.57 -3.94 -9.30  0.326
H13 0.30 -2.94 -10.00  0.286
H14 1.32 -3.24 -4.47  0.240
H15 0.97 -1.48 -4.13  0.030
H16 2.54 -2.01 -4.81  -0.124
C9 -0.89 3.73 -3.15  -0.771
C10 -0.42 4.96 -3.89  0.006
O7 -1.61 5.63 -4.24  -0.281
C11 -1.48 6.77 -4.89  0.705
O8 -0.40 7.19 -5.25  -0.557
O9 -2.71 7.27 -5.23  -0.322
C12 -2.60 8.37 -6.11  -0.703
H17 -1.45 4.11 -2.27  0.203
H18 -0.07 3.13 -2.76  -0.003
H19 -1.60 3.10 -3.67  0.441
H20 0.10 4.53 -4.74  0.121
H21 0.23 5.55 -3.27  0.284
H22 -3.35 9.12 -5.90  0.245
H23 -2.63 7.94 -7.11  0.269
H24 -1.62 8.82 -6.02  0.352
C13 7.42 -0.12 6.27  -1.135
C14 7.06 0.46 4.93  -0.171
O10 6.13 -0.35 4.15  -0.360
C15 4.84 -0.34 4.52  0.600
O11 4.39 0.28 5.46  -0.581
O12 4.17 -1.10 3.60  -0.228
C16 2.80 -1.25 3.78  -0.484
H25 7.96 -1.07 6.25  0.299
H26 6.58 -0.22 6.94  0.316
H27 8.05 0.55 6.92  0.351
H28 7.88 0.58 4.23  0.323
H29 6.51 1.37 5.16  0.291
H30 2.56 -1.83 4.65  0.401
H31 2.39 -1.72 2.88  0.231
H32 2.35 -0.27 3.87  0.155
C17 -5.45 -5.32 -6.26  -1.312
C18 -4.42 -5.48 -5.17  0.106
O13 -4.12 -4.26 -4.65  -0.339
C19 -3.02 -4.16 -3.96  0.859
O14 -2.08 -4.90 -3.97  -0.552
O15 -3.17 -3.03 -3.14  -0.381
C20 -2.19 -2.94 -2.11  -0.306
H33 -5.71 -6.24 -6.80  0.394
H34 -5.10 -4.63 -7.04  0.311
H35 -6.35 -4.85 -5.85  0.315
H36 -3.54 -6.00 -5.55  0.316
H37 -4.74 -6.11 -4.36  0.049
H38 -1.18 -3.16 -2.46  0.147
H39 -2.50 -3.70 -1.36  0.244
H40 -2.26 -1.97 -1.60  0.162
C21 5.47 -1.94 -5.30  -0.952
C22 5.37 -0.46 -4.95  0.075
O16 5.83 -0.33 -3.60  -0.467
C23 4.96 -0.49 -2.57  0.648
O17 3.78 -0.51 -2.66  -0.164
O18 5.71 -0.51 -1.45  -0.404
C24 5.02 -0.39 -0.24  -0.283
H41 5.11 -2.24 -6.28  0.338
H42 4.84 -2.55 -4.62  0.069
H43 6.46 -2.33 -5.15  0.346
H44 4.34 -0.09 -5.02  0.086
H45 6.08 0.14 -5.54  0.345
H46 5.65 -0.66 0.60  0.232
H47 4.17 -1.04 -0.28  -0.033
H48 4.63 0.64 -0.13  0.179
C25 0.69 -0.13 -1.40  -0.585
C26 -0.16 0.52 -0.32  -0.096
O19 -0.02 -0.35 0.81  0.151
C27 -0.83 -0.08 1.83  0.630
O20 -1.76 0.68 1.81  -0.613
O21 -0.63 -0.99 2.81  -0.230
C28 -1.63 -1.00 3.83  -0.311
H49 0.26 -1.08 -1.69  -0.321
H50 1.73 -0.18 -1.11  0.011
H51 0.68 0.52 -2.24  0.554
H52 -1.23 0.52 -0.53  0.346
H53 0.12 1.57 -0.16  -0.027
H54 -1.92 -2.04 4.01  0.117
H55 -2.49 -0.50 3.46  0.083
H56 -1.16 -0.53 4.68  0.239
C29 -3.39 7.35 -0.09  -1.422
C30 -2.75 6.33 0.76  0.424
O22 -1.37 6.20 0.38  -0.341
C31 -0.74 5.07 0.94  0.584
O23 0.42 4.82 0.66  -0.613
O24 -1.43 4.41 1.85  0.013
C32 -0.66 3.44 2.62  -0.497
H57 -4.37 7.65 0.28  0.376
H58 -3.46 6.95 -1.09  0.321
H59 -2.81 8.28 -0.21  0.334
H60 -3.29 5.39 0.74  -0.232
H61 -2.78 6.63 1.79  0.295
H62 -1.34 2.73 3.06  -0.259
H63 -0.06 3.94 3.37  0.407
H64 0.01 2.95 1.94  0.397
C33 -2.23 3.88 10.32  -1.057
C34 -0.79 3.67 9.84  -0.360
O25 -0.77 2.67 8.80  -0.281
C35 0.20 2.72 7.91  0.759
O26 0.97 3.63 7.75  -0.608
O27 0.18 1.58 7.20  -0.291
C36 1.31 1.33 6.36  -0.566
H65 -2.30 4.66 11.09  0.391
H66 -2.63 3.03 10.90  0.292
H67 -2.93 4.15 9.54  0.236
H68 -0.18 3.28 10.65  0.319
H69 -0.32 4.59 9.60  0.361
H70 1.10 0.38 5.86  0.115
H71 2.21 1.29 6.98  0.404
H72 1.55 2.12 5.65  0.300
C37 7.50 -5.05 -1.73  -1.335
C38 7.07 -3.63 -2.01  -0.125
O28 5.65 -3.60 -2.23  -0.135
C39 4.91 -3.74 -1.05  0.706
O29 5.27 -3.73 0.08  -0.574
O30 3.64 -3.93 -1.52  -0.258
C40 2.56 -4.03 -0.57  -0.543
H73 7.23 -5.46 -0.74  0.319
H74 8.58 -5.07 -1.71  0.438
H75 7.12 -5.68 -2.53  0.306
H76 7.48 -3.41 -2.98  0.304
H77 7.33 -2.92 -1.22  0.271
H78 1.68 -4.27 -1.18  0.215
H79 2.45 -3.04 -0.16  0.120
H80 2.69 -4.68 0.30  0.307
C41 -7.87 -0.75 4.34  -1.281
C42 -6.70 -1.52 3.74  -0.018
O31 -6.07 -2.16 4.84  -0.345
C43 -4.92 -2.78 4.43  0.838
O32 -4.50 -2.80 3.30  -0.537
O33 -4.20 -3.32 5.42  -0.234
C44 -4.76 -3.09 6.70  -0.738
H81 -8.36 -0.13 3.60  0.404
H82 -7.45 -0.05 5.07  0.296
H83 -8.62 -1.40 4.82  0.343
H84 -6.03 -0.89 3.18  0.122
H85 -7.00 -2.26 2.99  0.316
H86 -5.02 -2.05 6.79  0.309
H87 -3.99 -3.45 7.39  0.244
H88 -5.69 -3.60 6.84  0.310
C45 -5.28 3.35 1.94  -0.984
C46 -4.89 2.43 3.07  0.522
O34 -4.22 3.22 4.08  -0.362
C47 -3.61 2.53 5.02  0.759
O35 -3.64 1.30 5.10  -0.571
O36 -2.76 3.24 5.75  -0.083
C48 -2.68 4.61 5.40  -0.459
H89 -5.66 2.75 1.13  0.460
H90 -4.50 4.06 1.64  -0.208
H91 -6.15 3.94 2.25  0.456
H92 -4.21 1.67 2.71  -0.160
H93 -5.79 2.00 3.55  0.226
H94 -1.78 4.98 5.82  0.310
H95 -3.53 5.19 5.76  0.310
H96 -2.67 4.73 4.33  -0.053
C49 3.12 4.12 -1.59  -0.981
C50 3.64 2.80 -2.15  0.556
O37 4.18 2.98 -3.41  -0.331
C51 3.29 3.04 -4.41  0.698
O38 2.10 3.00 -4.42  -0.474
O39 4.02 3.45 -5.51  -0.390
C52 3.44 3.71 -6.76  -0.691
H97 2.25 4.46 -2.19  -0.042
H98 3.97 4.78 -1.58  0.422
H99 2.73 3.96 -0.58  0.329
H100 2.93 1.97 -2.10  -0.188
H101 4.51 2.45 -1.56  0.285
H102 3.28 2.76 -7.23  0.306
H103 4.11 4.31 -7.34  0.258
H104 2.47 4.20 -6.71  0.266

As for the HOMO energy: -10.61 eV. The calculation puts the lowest unoccupied orbital energy at 0.47 eV. Its spin multiplicity is 1. The calculation puts the total energy at -4978.16875 a.u. For the energy above the lowest of the compared OMol25 structures with the same formula, charge and spin, the calculation gives 239.6 kJ/mol. The HOMO-LUMO gap is 11.08 eV. For the max |F|, the calculation gives 3.64 eV/A.

(2)
DFT (wB97M-V/def2-TZVPD) results for a molecular structure, C20H21N7O6PdS2 at a distorted geometry.

Last column: Mulliken charge in e.
Atoms and positions in Å:
Pd1 -1.48 1.07 -0.53  0.124
N1 5.52 1.70 4.20  -0.628
C1 4.70 1.67 3.06  1.153
C2 4.78 2.69 2.12  -0.633
C3 4.04 2.62 0.96  -0.292
C4 3.21 1.53 0.74  -0.432
C5 3.11 0.53 1.67  -0.408
C6 3.85 0.59 2.84  -0.781
S1 2.30 1.39 -0.81  1.183
O1 2.36 0.00 -1.17  -0.732
O2 2.93 2.30 -1.75  -0.780
N2 0.76 1.81 -0.51  -0.494
C7 0.52 3.06 -0.19  0.535
N3 -0.80 3.39 -0.18  -0.096
C8 -1.14 4.63 0.06  -0.041
C9 -0.19 5.62 0.30  -1.026
C10 1.13 5.19 0.33  -0.031
N4 1.49 3.94 0.11  -0.308
H1 5.77 2.63 4.50  0.221
H2 5.17 1.14 4.96  0.225
H3 5.43 3.54 2.30  0.241
H4 4.07 3.38 0.20  0.450
H5 2.44 -0.30 1.47  0.537
H6 3.79 -0.20 3.58  0.249
H7 -2.21 4.85 0.05  0.372
H8 -0.46 6.65 0.46  0.355
H9 1.94 5.87 0.56  0.345
C11 -4.07 -1.94 -0.41  -0.939
N5 -3.80 -0.62 0.08  -0.178
C12 -3.44 0.44 -0.76  -0.161
S2 -3.72 2.00 -0.09  -0.415
N6 -3.72 0.25 -2.13  -0.428
C13 -3.12 1.26 -2.99  -0.834
H10 -4.45 -2.53 0.42  0.338
H11 -3.20 -2.46 -0.83  0.190
H12 -4.86 -1.87 -1.17  0.382
H13 -3.24 -0.60 0.93  0.262
H14 -3.39 -0.68 -2.41  0.364
H15 -3.37 2.24 -2.58  0.337
H16 -3.56 1.16 -3.99  0.368
H17 -2.01 1.16 -3.06  0.179
O3 -0.88 -1.15 0.48  -0.879
C14 -0.83 -1.62 -0.68  0.919
O4 -0.99 -0.96 -1.73  -0.811
C15 -0.69 -3.12 -0.84  -0.222
C16 -0.47 -3.65 -2.11  -0.272
C17 -0.45 -5.03 -2.30  -0.589
C18 -0.69 -5.88 -1.24  -0.298
C19 -0.93 -5.35 0.04  -0.219
C20 -0.91 -3.97 0.23  -0.014
N7 -1.22 -6.22 1.09  0.985
O5 -1.45 -5.76 2.23  -0.607
O6 -1.24 -7.46 0.87  -0.649
H18 -0.31 -2.98 -2.94  0.476
H19 -0.27 -5.45 -3.28  0.369
H20 -0.70 -6.95 -1.37  0.462
H21 -1.09 -3.56 1.21  0.578

As for the HOMO energy: -0.20 eV. Its charge is -2. The calculation puts the lowest unoccupied orbital energy at 3.41 eV. Its spin multiplicity is 1. The calculation puts the total energy at -2533.69555 a.u. The HOMO-LUMO gap is 3.61 eV. For the max |F|, the calculation gives 3.50 eV/A.